No. 1
ORCA calculation (the ωB97M-V functional and the def2-TZVPD basis) on one molecule with the formula C3H4N2S2 in a non-equilibrium geometry.

Geometry as ORCA input:
```
! wB97M-V def2-TZVPD RIJCOSX def2/J DEFGRID3
* xyz 0 1
H -2.06 1.66 0.04
N -1.09 1.65 -0.10
C -0.47 0.52 0.00
C -1.24 -0.80 0.06
S -2.83 -0.79 -0.20
N 0.93 0.47 -0.03
C 1.70 -0.56 -0.11
S 3.29 -0.45 -0.15
H -0.77 -1.66 0.56
H 1.34 1.49 -0.23
H 1.20 -1.54 0.17
*
```

For the molar mass, the calculation gives 132.21 g mol⁻¹. The HOMO energy is -8.93 eV. As for the electronic energy: -27824.557 eV. Its SMILES is [H]/N=C(\C=S)NC=S. The HOMO-LUMO gap comes out at 7.2 eV. For the lowest unoccupied orbital energy, the calculation gives -1.75 eV.

No. 2
ORCA calculation (the ωB97M-V functional and the def2-TZVPD basis) on a 2-piece molecular cluster, C10H15FNO overall in a non-equilibrium geometry.

Geometry as ORCA input:
```
! wB97M-V def2-TZVPD RIJCOSX def2/J DEFGRID3
* xyz 1 1
C 4.21 1.37 0.43
C 2.85 1.02 1.03
C 4.42 0.41 -0.51
C 2.38 -0.05 0.12
C -3.30 0.76 -0.98
C -3.08 -0.74 -1.09
C -2.78 1.04 0.42
C -2.78 -1.26 0.13
C 0.92 -1.75 -0.86
C 1.19 -0.61 0.12
N -2.50 -0.22 1.05
O 3.33 -0.33 -0.77
F 0.25 -0.21 1.04
H 4.96 2.01 0.91
H 2.97 0.74 2.09
H 5.20 0.45 -1.27
H -2.71 1.31 -1.73
H -4.36 1.00 -1.18
H -3.46 -1.12 -2.08
H 2.07 1.80 1.18
H -1.79 1.78 0.45
H -3.52 1.61 0.96
H -2.44 -2.20 0.48
H 1.45 -1.62 -1.79
H -0.26 -1.75 -0.92
H 1.40 -2.70 -0.39
H -1.54 -0.31 1.15
H -3.07 -0.42 2.01
*
```

For the molar mass, the calculation gives 184.23 g mol⁻¹. The HOMO energy is -10.73 eV. As for the electronic energy: -16857.865 eV. The HOMO-LUMO gap comes out at 7.5 eV. For the lowest unoccupied orbital energy, the calculation gives -3.21 eV.

No. 3
ORCA calculation (the ωB97M-V functional and the def2-TZVPD basis) on a 7-piece molecular cluster, C35H36F6N3O19S overall in a non-equilibrium geometry.

Geometry as ORCA input:
```
! wB97M-V def2-TZVPD RIJCOSX def2/J DEFGRID3
* xyz 1 1
C -4.75 1.18 -2.08
C -3.30 1.03 -2.59
C -2.99 1.40 -3.92
C -1.69 1.25 -4.38
C -0.74 0.72 -3.53
C -1.02 0.35 -2.23
C -2.31 0.51 -1.73
C -2.72 0.15 -0.31
C -1.55 0.15 0.66
C -0.95 1.32 1.13
C 0.13 1.21 2.01
C 0.58 -0.03 2.41
C 1.74 -0.26 3.39
C 2.04 0.99 4.24
S 2.48 0.51 5.98
C 2.86 2.11 6.67
N 4.08 2.51 6.53
N 4.07 3.77 7.11
C 2.91 4.03 7.54
O 2.04 2.98 7.28
N -0.01 -1.13 1.92
C -1.05 -1.05 1.08
H -5.30 1.81 -2.79
H -5.19 0.17 -2.09
H -4.82 1.62 -1.09
H -3.76 1.80 -4.57
H -1.46 1.57 -5.40
H 0.29 0.59 -3.87
H -0.24 -0.04 -1.58
H -3.47 0.85 0.09
H -3.18 -0.85 -0.29
H -1.33 2.30 0.84
H 0.59 2.11 2.39
H 1.56 -1.17 3.96
H 2.62 -0.42 2.74
H 1.23 1.71 4.32
H 2.93 1.51 3.85
H 2.53 4.93 8.02
H 0.35 -2.04 2.20
H -1.50 -2.00 0.76
C 5.74 5.30 4.62
C 5.73 4.67 3.25
O 6.31 5.67 2.44
C 7.15 6.38 3.25
O 7.99 7.12 2.86
O 6.90 6.12 4.56
F 4.45 4.44 2.82
H 4.86 5.93 4.79
H 5.81 4.56 5.41
H 6.31 3.76 3.18
C 3.85 -3.71 5.80
C 5.12 -4.44 5.42
O 5.28 -4.09 4.06
C 4.71 -2.87 3.90
O 4.87 -2.15 2.97
O 3.91 -2.56 4.96
F 4.97 -5.78 5.52
H 2.95 -4.29 5.56
H 3.82 -3.43 6.85
H 6.00 -4.13 5.99
C 6.94 0.76 5.72
C 8.23 0.05 5.39
O 8.42 0.38 4.03
C 7.84 1.60 3.84
O 8.03 2.30 2.90
O 7.00 1.91 4.87
F 8.09 -1.29 5.51
H 6.06 0.17 5.47
H 6.88 1.05 6.77
H 9.09 0.38 5.97
C -8.24 -1.87 -3.36
C -8.21 -2.51 -4.72
O -7.52 -1.54 -5.51
C -6.68 -0.90 -4.65
O -5.77 -0.23 -5.00
O -7.01 -1.13 -3.36
F -9.46 -2.66 -5.22
H -9.08 -1.18 -3.23
H -8.25 -2.60 -2.56
H -7.68 -3.46 -4.77
C -2.20 -3.13 -4.77
C -3.04 -2.91 -6.00
O -4.21 -3.68 -5.72
C -4.33 -3.68 -4.36
O -5.33 -3.99 -3.79
O -3.19 -3.28 -3.75
F -2.45 -3.41 -7.11
H -1.60 -4.04 -4.84
H -1.54 -2.28 -4.56
H -3.33 -1.87 -6.18
C -6.05 -1.23 -8.12
C -6.01 -1.85 -9.49
O -5.30 -0.89 -10.25
C -4.46 -0.25 -9.37
O -3.55 0.43 -9.69
O -4.83 -0.50 -8.08
F -7.25 -1.99 -10.01
H -6.89 -0.55 -8.00
H -6.09 -1.97 -7.33
H -5.48 -2.81 -9.54
*
```

For the molar mass, the calculation gives 948.73 g mol⁻¹. The HOMO energy is -11.51 eV. As for the electronic energy: -107385.869 eV. The HOMO-LUMO gap comes out at 7.2 eV. For the lowest unoccupied orbital energy, the calculation gives -4.29 eV.

No. 4
ORCA calculation (the ωB97M-V functional and the def2-TZVPD basis) on an isolated ion of composition C5H11NO2 and charge +1 in a non-equilibrium geometry.

Geometry as ORCA input:
```
! wB97M-V def2-TZVPD RIJCOSX def2/J DEFGRID3
* xyz 1 2
C -0.35 1.16 -1.14
C -0.52 1.03 -2.68
O -0.18 -0.13 -3.26
C -0.36 -0.30 -0.47
N -0.48 -0.14 0.90
C 0.53 -0.75 1.61
C 0.42 -0.59 3.13
O 0.69 -1.09 -0.90
H 0.62 1.56 -0.81
H -1.12 1.71 -0.62
H -1.61 1.22 -2.83
H 0.04 1.83 -3.16
H 0.56 -1.09 -1.88
H -1.34 -0.67 -0.82
H 0.64 -1.83 1.36
H 1.48 -0.27 1.20
H 0.15 0.46 3.26
H -0.48 -1.14 3.42
H 1.27 -0.96 3.69
*
```

For the molar mass, the calculation gives 117.15 g mol⁻¹. The HOMO energy (spin up / spin down) is -15.80 / -15.28 eV. As for the electronic energy: -10935.934 eV. The HOMO-LUMO gap (spin up / spin down) comes out at 8.2 / 7.6 eV. For the lowest unoccupied orbital energy (spin up / spin down), the calculation gives -7.64 / -7.67 eV.

No. 5
ORCA calculation (the ωB97M-V functional and the def2-TZVPD basis) on C32H33IrN7OS3 as an isolated structure.

Geometry as ORCA input:
```
! wB97M-V def2-TZVPD RIJCOSX def2/J DEFGRID3
* xyz 1 5
Ir 0.24 -0.59 -0.30
S 4.60 -1.06 1.78
C 3.52 -1.04 3.14
C 3.83 -1.14 4.49
C 2.79 -1.07 5.40
C 1.47 -0.90 4.97
C 1.15 -0.80 3.63
C 2.19 -0.88 2.70
N 2.07 -0.80 1.32
C 3.23 -0.87 0.72
C 3.32 -0.82 -0.73
C 4.54 -0.92 -1.40
C 4.56 -0.89 -2.78
C 3.36 -0.77 -3.48
C 2.16 -0.66 -2.80
C 2.10 -0.67 -1.41
H 4.85 -1.26 4.82
H 3.00 -1.15 6.46
H 0.68 -0.83 5.71
H 0.14 -0.63 3.30
H 5.47 -1.03 -0.86
H 5.50 -0.96 -3.31
H 3.38 -0.75 -4.56
H 1.24 -0.58 -3.37
S -0.91 0.96 1.21
C 0.11 2.30 1.05
N 1.43 2.28 1.01
C 2.01 3.61 0.90
C 0.77 4.46 0.56
N -0.32 3.57 0.97
H 1.95 1.42 1.13
H 2.77 3.65 0.12
H 2.46 3.92 1.85
H 0.71 4.65 -0.52
H 0.75 5.40 1.10
H -1.28 3.75 0.77
C -3.91 -1.41 3.70
C -3.12 -2.69 3.90
C -1.93 -2.78 2.98
N -1.68 -1.93 2.05
N -0.54 -2.22 1.36
C 0.05 -3.31 1.76
N 1.16 -3.81 1.18
S -0.76 -4.06 3.09
H -4.74 -1.37 4.40
H -4.31 -1.35 2.69
H -3.28 -0.53 3.86
H -3.75 -3.57 3.72
H -2.77 -2.78 4.93
H 1.63 -3.24 0.49
H 1.68 -4.55 1.62
C -0.99 -2.02 -1.56
C -2.07 -1.17 -2.04
C -3.14 -0.81 -1.19
C -4.23 -0.12 -1.69
C -4.28 0.24 -3.03
C -3.21 -0.06 -3.87
C -2.11 -0.74 -3.37
H -0.32 -2.37 -2.34
H -1.31 -2.82 -0.91
H -3.11 -1.11 -0.15
H -5.05 0.12 -1.03
H -5.15 0.76 -3.42
H -3.25 0.21 -4.91
H -1.30 -1.01 -4.04
O 0.31 1.65 -1.55
N -0.43 2.11 -2.51
C 0.09 2.25 -3.75
C -0.66 2.80 -4.77
C -1.96 3.22 -4.52
C -2.48 3.04 -3.25
C -1.71 2.47 -2.26
H 1.11 1.91 -3.84
H -0.21 2.90 -5.74
H -2.55 3.66 -5.30
H -3.50 3.32 -3.01
H -2.04 2.25 -1.26
*
```

For the molar mass, the calculation gives 820.08 g mol⁻¹. The HOMO energy (spin up / spin down) is -8.36 / -10.46 eV. As for the electronic energy: -81533.908 eV. The HOMO-LUMO gap (spin up / spin down) comes out at 6.0 / 6.7 eV. For the lowest unoccupied orbital energy (spin up / spin down), the calculation gives -2.33 / -3.72 eV.

No. 6
ORCA calculation (the ωB97M-V functional and the def2-TZVPD basis) on a 2-piece molecular cluster, C6H20N2Si overall in a non-equilibrium geometry.

Geometry as ORCA input:
```
! wB97M-V def2-TZVPD RIJCOSX def2/J DEFGRID3
* xyz 2 1
C -3.53 0.83 0.81
C -2.11 0.42 -2.03
C 1.91 0.01 -0.43
C 1.07 -1.23 -0.19
C 2.86 0.57 0.55
C -0.77 -0.55 0.94
N 4.22 0.58 0.02
N -1.45 -1.79 1.05
Si -1.90 0.74 -0.06
H -3.41 1.22 1.84
H -4.25 1.63 0.26
H -4.24 -0.12 0.82
H -3.11 0.10 -2.28
H -2.14 1.47 -2.32
H -1.38 -0.02 -2.61
H 1.22 0.84 -0.74
H 2.33 0.01 -1.43
H 1.51 -2.05 0.40
H 0.44 -1.43 -0.99
H 2.78 -0.04 1.48
H 2.48 1.61 0.70
H -0.18 -0.23 1.80
H 4.80 1.26 0.40
H 4.18 0.85 -1.01
H 4.53 -0.41 0.14
H -2.35 -1.61 0.80
H -1.36 -2.26 1.90
H -0.99 -2.30 0.25
H -1.13 1.88 -0.08
*
```

For the molar mass, the calculation gives 148.33 g mol⁻¹. The HOMO energy is -16.24 eV. As for the electronic energy: -17384.281 eV. The HOMO-LUMO gap comes out at 9.4 eV. For the lowest unoccupied orbital energy, the calculation gives -6.82 eV.

No. 7
ORCA calculation (the ωB97M-V functional and the def2-TZVPD basis) on C2H3N2S4 as an isolated structure in a non-equilibrium geometry.

Geometry as ORCA input:
```
! wB97M-V def2-TZVPD RIJCOSX def2/J DEFGRID3
* xyz -1 1
C 1.42 -2.30 0.51
C -0.54 -1.36 -0.71
N 0.67 -1.91 -0.35
N 0.80 -0.12 1.93
S 2.72 -2.85 1.13
S -2.00 -2.08 -0.39
S -0.06 -0.64 -2.35
S -0.05 0.41 0.73
H 0.12 -0.28 2.61
H -1.28 -0.23 -2.35
H 0.83 0.64 -0.22
*
```

For the molar mass, the calculation gives 183.33 g mol⁻¹. The HOMO energy (spin up / spin down) is -3.17 / -3.16 eV. As for the electronic energy: -48442.311 eV. The HOMO-LUMO gap (spin up / spin down) comes out at 6.3 / 6.2 eV. For the lowest unoccupied orbital energy (spin up / spin down), the calculation gives 3.09 / 3.09 eV.

No. 8
ORCA calculation (the ωB97M-V functional and the def2-TZVPD basis) on C13H18N5O4S2Ti as an isolated structure in a non-equilibrium geometry.

Geometry as ORCA input:
```
! wB97M-V def2-TZVPD RIJCOSX def2/J DEFGRID3
* xyz -2 2
Ti -0.73 0.81 0.02
N -1.65 -0.59 1.75
C -2.51 0.27 2.55
C -3.40 1.06 1.59
O -4.59 1.25 1.86
N -2.74 1.40 0.49
C -3.50 1.65 -0.71
C -3.03 0.65 -1.77
O -3.66 0.49 -2.81
O -1.92 0.04 -1.47
H -2.18 -1.30 1.25
H -0.93 -1.05 2.29
H -1.87 0.94 3.12
H -3.16 -0.27 3.25
H -3.32 2.65 -1.11
H -4.58 1.54 -0.55
O 0.53 -0.80 0.00
N 1.08 -1.24 1.15
C 1.57 -2.55 1.15
C 2.27 -3.02 2.22
C 2.55 -2.20 3.32
C 2.10 -0.84 3.26
C 1.40 -0.36 2.17
S 0.87 1.29 1.97
H 1.31 -3.12 0.26
H 2.62 -4.05 2.19
H 3.11 -2.57 4.17
H 2.30 -0.15 4.06
S -0.36 2.95 -0.84
C 0.47 1.56 -1.60
N 1.90 1.59 -1.41
C 2.63 0.35 -1.70
C 1.90 -0.44 -2.79
C 1.19 0.56 -3.70
N 0.16 1.30 -2.99
H 2.07 1.89 -0.46
H 2.75 -0.27 -0.81
H 3.63 0.63 -2.06
H 1.16 -1.09 -2.33
H 2.61 -1.06 -3.34
H 0.72 0.06 -4.54
H 1.93 1.26 -4.11
H -0.71 0.77 -3.01
*
```

For the molar mass, the calculation gives 420.32 g mol⁻¹. The HOMO energy (spin up / spin down) is 1.09 / 1.05 eV. As for the electronic energy: -74201.317 eV. The HOMO-LUMO gap (spin up / spin down) comes out at 3.4 / 3.4 eV. For the lowest unoccupied orbital energy (spin up / spin down), the calculation gives 4.46 / 4.45 eV.

Which of these has the lowest electronic energy? C35H36F6N3O19S